No. 1
The following is a DFT calculation (the ωB97M-V functional and the def2-TZVPD basis) of C30H32N4S4Sr as an isolated structure.

Computed properties:
* E: -81772.779 eV
* net charge: -2
* ΔE to the lowest compared entry with this formula, charge and spin: 0.0 kcal per mole

Geometry as XYZ:
```
71
C30H32N4S4Sr, DFT the ωB97M-V functional and the def2-TZVPD basis
Sr 0.09563 0.62454 0.69651
C -2.69205 2.35245 -0.62641
N -1.46717 1.84868 -1.26531
C -0.57427 2.96277 -1.59009
C 0.68170 2.52370 -2.32634
N 1.59596 1.72192 -1.51252
C 2.47897 2.58509 -0.71350
C 2.38626 0.78381 -2.27912
C 2.68066 1.04762 -3.61504
C 3.43556 0.17479 -4.38578
C 3.92363 -0.98246 -3.79644
C 3.66243 -1.23799 -2.46273
C 2.90013 -0.37631 -1.65709
S 2.67235 -0.76486 0.03092
C -1.84357 0.99154 -2.36742
C -2.01492 1.52061 -3.64348
C -2.40185 0.72976 -4.71440
C -2.64211 -0.62027 -4.48981
C -2.50608 -1.14516 -3.21845
C -2.11371 -0.36889 -2.11364
S -2.02597 -1.10428 -0.52731
H -3.28633 2.93420 -1.34743
H -3.27858 1.50451 -0.27415
H -2.43642 2.98393 0.22289
H -1.08211 3.73182 -2.19553
H -0.32446 3.44970 -0.64041
H 0.38270 1.92493 -3.18304
H 1.18455 3.42383 -2.71505
H 3.09912 3.21149 -1.37298
H 1.89451 3.22807 -0.05404
H 3.11559 1.96750 -0.08302
H 2.31296 1.95678 -4.07327
H 3.63342 0.39990 -5.42690
H 4.50846 -1.68839 -4.37606
H 4.04296 -2.13744 -1.99440
H -1.83075 2.57618 -3.80829
H -2.50750 1.16053 -5.70278
H -2.93487 -1.26737 -5.30940
H -2.69835 -2.19608 -3.04006
C 1.54149 -4.50259 1.44665
C 0.36763 -3.69880 0.88265
C -0.60081 -4.61683 0.14691
C -0.29137 -2.86392 1.96463
C 0.46416 -1.89926 2.64214
C -0.10051 -1.07821 3.60732
C -1.44944 -1.19915 3.94763
C -2.06993 -0.27515 4.95671
C -2.19455 -2.16277 3.28534
C -1.63169 -2.97926 2.30932
H 2.03265 -5.06324 0.64713
H 1.19280 -5.21338 2.20280
H 2.29026 -3.85463 1.90159
H 0.77717 -2.99005 0.15493
H -1.02666 -5.36717 0.82192
H -0.07139 -5.14727 -0.64830
H -1.41122 -4.04556 -0.30765
H 1.51369 -1.77729 2.39355
H 0.51234 -0.31946 4.08139
H -2.25496 0.70090 4.50053
H -1.40851 -0.11832 5.81026
H -3.02062 -0.66995 5.32032
H -3.25076 -2.26336 3.51388
H -2.26584 -3.68605 1.79121
S -1.43313 2.47746 2.49559
C -0.38832 2.94748 3.80973
C -1.03144 3.67904 4.86522
N -1.58139 4.26809 5.69134
C 0.95225 2.69354 3.90704
S 1.93161 1.84113 2.75567
C 1.64828 3.18656 5.06716
N 2.23175 3.56634 5.98679
```

Results of the Mulliken charge analysis, in e, for atoms 1 through 8: 0.693 -1.519 1.226 -1.049 -1.413 1.270 -1.284 -0.693


No. 2
The following is a DFT calculation (the ωB97M-V functional and the def2-TZVPD basis) of a 2-piece molecular cluster, C30H32N7O6P overall.

Computed properties:
* E: -63621.838 eV
* SMILES: CN(C)c1ccc(P(c2ccc(N(C)C)cc2)c2ccc(N(C)C)cc2)cc1.O=[N+]([O-])c1cc([N+](=O)[O-])c2no[n+]([O-])c2c1

Geometry as XYZ:
```
76
C30H32N7O6P, DFT the ωB97M-V functional and the def2-TZVPD basis
C 1.28396 -5.69527 -2.75313
N 0.11975 -5.03356 -2.20396
C -1.15717 -5.58383 -2.60574
C 0.23058 -3.90454 -1.43264
C -0.78532 -3.54979 -0.50264
C -0.67782 -2.37560 0.22314
C 0.34796 -1.44828 -0.06298
P 0.23558 0.20960 0.71217
C 1.58822 1.10927 -0.13010
C 1.40579 1.72327 -1.37984
C 2.48984 2.16076 -2.12340
C 3.77892 2.17074 -1.53827
N 4.85962 2.58571 -2.27468
C 6.00697 3.22318 -1.66601
C 4.81934 2.61578 -3.72273
C 3.93813 1.71169 -0.19969
C 2.86660 1.14715 0.47682
C -1.24037 0.89184 -0.13641
C -1.90033 1.99678 0.44403
C -2.90398 2.65819 -0.24975
C -3.25158 2.25521 -1.56810
N -4.15027 2.97759 -2.30842
C -4.19939 2.88569 -3.75327
C -5.21836 3.74203 -1.69980
C -2.62366 1.11446 -2.12654
C -1.68918 0.40552 -1.37682
C 1.38836 -1.82845 -0.93075
C 1.35093 -3.05064 -1.58687
H 2.18018 -5.40105 -2.19663
H 1.16773 -6.78557 -2.68243
H 1.42793 -5.44222 -3.81447
H -1.97420 -4.90980 -2.33189
H -1.17858 -5.73570 -3.69493
H -1.32953 -6.56425 -2.13850
H -1.63165 -4.22254 -0.35556
H -1.39807 -2.15249 1.01372
H 0.40712 1.85357 -1.78929
H 2.34799 2.51867 -3.14399
H 5.87232 3.30083 -0.58375
H 6.92281 2.65338 -1.87241
H 6.15544 4.23460 -2.07479
H 4.13173 1.84895 -4.09702
H 4.49003 3.59567 -4.10238
H 5.81981 2.41579 -4.12572
H 4.92608 1.74640 0.26107
H 3.00402 0.72617 1.47563
H -1.62020 2.33688 1.44005
H -3.38722 3.52920 0.18979
H -3.21138 2.63110 -4.15280
H -4.91967 2.12391 -4.08939
H -4.51005 3.85122 -4.17128
H -5.19714 3.63825 -0.61191
H -5.12987 4.80584 -1.95968
H -6.19990 3.40063 -2.06266
H -2.87790 0.78900 -3.13294
H -1.29637 -0.52483 -1.77888
H 2.23180 -1.16492 -1.11019
H 2.14805 -3.32454 -2.27830
O 1.56970 -3.31651 4.88929
N 1.32500 -2.24859 4.28884
O 1.98141 -1.87210 3.28617
C 0.25844 -1.41230 4.79297
C -0.55585 -1.87720 5.84814
C -1.59344 -1.08354 6.34577
N -2.47173 -1.67507 7.34958
O -3.42292 -1.05551 7.85388
O -2.18922 -2.85952 7.65752
C -1.75398 0.27038 5.82311
N -2.62170 1.26157 6.15903
O -2.27936 2.32480 5.32949
N -1.21437 1.99590 4.49125
O -0.75487 2.79810 3.68884
C -0.88688 0.67032 4.78997
C 0.07314 -0.13933 4.21982
H -0.40094 -2.87247 6.26281
H 0.65319 0.20446 3.37141
```

Results of the Mulliken charge analysis, in e, for atoms 1 through 8: -1.228 0.087 -1.104 0.894 -0.735 -0.344 -0.036 0.602


No. 3
The following is a DFT calculation (the ωB97M-V functional and the def2-TZVPD basis) of C30H33AlI2N8OP as an isolated structure.

Computed properties:
* E: -77681.023 eV
* net charge: +3
* ΔE to the lowest compared entry with this formula, charge and spin: 0.0 kcal per mole

Geometry as XYZ:
```
76
C30H33AlI2N8OP, DFT the ωB97M-V functional and the def2-TZVPD basis
Al -0.74905 -1.14136 -0.54654
I -5.50220 -1.14827 4.71340
C -3.80007 -1.16279 3.52681
C -2.96339 -2.27436 3.52132
C -1.82834 -2.28651 2.72214
I -0.66481 -4.00530 2.58357
C -1.49582 -1.17875 1.94699
O -0.39590 -1.20206 1.14553
C -2.35697 -0.07921 1.92905
C -1.99291 1.11155 1.09334
N -1.56539 0.72243 -0.29120
C -2.56737 0.89283 -1.36083
C -1.89139 0.44248 -2.63088
C -2.23599 0.90753 -3.88287
C -1.50944 0.47698 -4.98300
C -0.45075 -0.40165 -4.79537
C -0.16836 -0.83566 -3.51917
N -0.87578 -0.42837 -2.44640
C -3.50069 -0.07296 2.72097
H -3.20201 -3.13644 4.12950
H -1.14880 1.63954 1.54086
H -2.82639 1.81159 1.02833
H -0.78677 1.33442 -0.53786
H -2.92236 1.92059 -1.44435
H -3.43112 0.26127 -1.14017
H -3.05768 1.60279 -3.99167
H -1.75688 0.83409 -5.97409
H 0.15072 -0.74418 -5.62506
H 0.64452 -1.52491 -3.33657
H -4.16172 0.78534 2.70544
C 4.49355 -2.81974 -1.19705
C 3.78876 -3.98027 -1.50631
C 2.40723 -3.97661 -1.51103
C 1.74495 -2.79116 -1.19886
C 2.43856 -1.62906 -0.87640
C 3.82136 -1.64487 -0.88303
N 0.33136 -2.69998 -1.17185
N -0.32874 -3.69580 -1.52051
C -1.72594 -3.58669 -1.29827
C -2.50119 -4.69216 -1.55168
C -3.83505 -4.65899 -1.14713
C -4.30845 -3.54093 -0.48591
C -3.46619 -2.45245 -0.30193
N -2.20162 -2.45530 -0.73523
H 5.57514 -2.83687 -1.19645
H 4.32356 -4.88978 -1.74206
H 1.84696 -4.87070 -1.74355
H 1.90335 -0.72177 -0.60087
H 4.38164 -0.75153 -0.64304
H -2.05594 -5.55924 -2.01863
H -4.48043 -5.50859 -1.32614
H -5.31801 -3.49974 -0.10223
H -3.80488 -1.56531 0.21814
C 5.32578 3.41060 1.38901
N 4.54393 3.05957 2.66818
C 3.77677 4.32245 3.11072
N 2.95094 4.79522 2.06032
C 3.74238 5.09299 0.86875
N 4.44959 3.90559 0.38995
C 3.54150 2.88816 -0.13828
P 2.33257 2.24274 1.12918
C 3.60903 1.90531 2.44476
C 1.81845 3.91636 1.77380
H 5.84132 2.50522 1.07080
H 6.05275 4.16874 1.67972
H 5.20994 2.80902 3.40157
H 4.53552 5.05889 3.37458
H 3.19911 4.05085 3.99329
H 4.46981 5.86932 1.10709
H 3.08630 5.46226 0.08306
H 4.12769 2.05684 -0.53715
H 2.98523 3.31417 -0.97521
H 4.20446 1.03314 2.17183
H 3.11460 1.68689 3.39222
H 1.21686 3.79332 2.67687
H 1.18336 4.39710 1.02736
```

Results of the Mulliken charge analysis, in e, for atoms 1 through 8: -0.615 0.207 -0.588 -0.206 -0.395 0.095 0.370 -0.249